No. 1
Density functional theory data (ωB97M-V with the def2-TZVPD basis set) for 2 unconnected molecules or ions with the total composition C11H18 in a non-equilibrium geometry.

```
29
Properties=species:S:1:pos:R:3:mulliken_charge:R:1
C 2.4603 -0.5481 -1.4733 -1.633
C 1.7644 0.6274 -0.7679 1.263
C 2.1777 0.9773 0.4623 -0.549
C 1.4210 2.0062 1.1229 -0.576
C 0.4637 2.7423 0.4164 -0.448
C 0.2304 2.4673 -0.9392 -0.511
C 0.9413 1.3974 -1.5193 -0.462
H 1.7926 -1.3471 -1.6315 0.309
H 3.2417 -0.9900 -0.9646 0.439
H 2.7402 -0.1491 -2.5131 0.336
H 3.1176 0.6619 0.9083 0.370
H 1.5163 2.0840 2.1832 0.431
H -0.0540 3.5560 0.9375 0.361
H -0.3981 3.0609 -1.5663 0.462
H 0.8586 1.2252 -2.6392 0.209
C -1.7891 -0.4995 1.8641 -1.224
C -1.1184 -1.2241 0.6225 0.904
C -1.7265 -2.7761 0.3757 -1.473
C -1.4409 -0.4690 -0.6306 -1.591
H -2.4972 0.3162 1.5455 0.283
H -1.0875 -0.0805 2.5055 0.319
H -2.4066 -1.2907 2.5990 0.266
H -0.0965 -1.3136 0.9042 0.340
H -2.7890 -2.7899 0.3274 0.381
H -1.2485 -3.3020 -0.4740 0.377
H -1.3691 -3.3187 1.3281 0.352
H -1.1593 0.5479 -0.6616 0.274
H -1.0182 -1.0042 -1.5036 0.308
H -2.5268 -0.5673 -0.8184 0.483
```

Its HOMO energy is -9.0 eV. The HOMO-LUMO gap comes out at 9.99 eV. For the energy relative to the best compared isomer or geometry (same formula, charge and spin), the calculation gives 45.70 kcal/mol. The total energy is -11697.2985 eV. The SMILES is Cc1ccccc1.CC(C)C. Its net charge is 0.



No. 2
Density functional theory data (ωB97M-V with the def2-TZVPD basis set) for 2 unconnected molecules or ions with the total composition C11H18BBrCl4F3O3S in a non-equilibrium geometry.

```
42
Properties=species:S:1:pos:R:3:mulliken_charge:R:1
C 2.8276 -3.9434 0.4321 -0.965
C 2.8320 -3.1517 -0.9632 -0.058
S 1.3095 -3.6364 -1.9176 -0.210
C 0.4620 -2.0692 -2.5263 -0.819
C -0.3593 -1.4783 -1.2951 0.450
O -1.7858 -1.5875 -1.5657 -0.877
B -2.2955 -0.4628 -0.7290 1.221
C -3.9198 -0.1915 -0.7565 -0.484
O -4.7278 -1.3254 -0.3138 -0.329
C -4.5864 -1.5959 1.0360 0.783
F -4.3421 -0.4951 1.8439 -0.234
F -5.8369 -2.1145 1.4670 -0.305
F -3.6726 -2.6346 1.3144 -0.232
O -1.3813 0.6297 -1.1180 -0.763
C -0.1085 0.0450 -0.7923 0.136
C 1.2139 0.8245 -1.2140 -0.715
C 1.8826 1.3868 0.1426 -0.278
C 3.1882 2.2852 -0.1697 -1.111
Br 0.6380 2.6086 1.1331 -0.055
H 2.3320 -3.3568 1.2652 0.253
H 2.2796 -4.9419 0.3304 0.259
H 3.9052 -4.1948 0.6796 0.325
H 3.7639 -3.4581 -1.5309 0.365
H 2.7912 -2.0308 -0.8006 -0.098
H 1.1907 -1.3512 -3.0061 0.292
H -0.3112 -2.4344 -3.2858 0.365
H -0.2432 -2.0861 -0.3443 0.231
H -2.0732 -0.5812 0.4503 -0.313
H -4.1880 -0.0357 -1.8650 0.132
H -4.2088 0.7993 -0.2563 0.141
H 0.0086 -0.0973 0.3401 0.030
H 1.9595 0.2202 -1.8137 0.269
H 0.9650 1.7561 -1.8266 0.294
H 2.1690 0.4929 0.7969 0.410
H 3.9806 1.7124 -0.7375 0.314
H 2.8173 3.1982 -0.7303 0.335
H 3.5705 2.6685 0.8376 0.317
C -0.4097 6.1246 3.4972 0.325
Cl -0.5414 7.7929 2.9004 -0.111
Cl 1.2990 5.7283 3.7715 -0.102
Cl -1.3050 5.9705 5.0234 -0.105
Cl -1.0894 5.0111 2.2967 -0.084
```

Its HOMO energy is -4.8 eV. The HOMO-LUMO gap comes out at 6.67 eV. The total energy is -157638.5292 eV. Its net charge is -1.



No. 3
Density functional theory data (ωB97M-V with the def2-TZVPD basis set) for a molecular structure, C11H18BaFNO6 in a non-equilibrium geometry.

```
38
Properties=species:S:1:pos:R:3:mulliken_charge:R:1
C -2.1539 2.7323 -0.6717 -0.598
O -1.3432 2.6659 -1.8373 -0.380
C -0.0201 2.3065 -1.4567 0.002
C 0.8507 1.7936 -2.6439 -0.751
C 0.0750 0.9589 -3.7148 -0.625
C -0.1946 -0.5244 -3.3265 -0.936
C -1.1318 -0.7351 -2.0831 -0.379
C -0.3668 -1.5233 -0.9332 -0.791
C -0.7369 -0.8886 0.4512 -0.216
O -1.2440 -1.9110 1.4142 -0.355
C -1.0305 -1.4095 2.6224 0.682
O -1.4693 -0.4118 3.0223 -0.344
O -0.1403 -2.1852 3.4915 -0.183
C 0.7105 -1.3472 4.1707 0.508
O 0.3522 -0.9939 5.3341 -0.509
N 2.0182 -0.8575 3.6505 -0.009
C 3.1624 -1.7225 4.1015 0.207
O 4.1788 -1.2225 4.4742 -0.250
F 3.1209 -3.1577 4.1016 -0.178
H -2.9891 3.4525 -0.8059 0.297
H -2.6223 1.7536 -0.4051 0.209
H -1.5717 3.0651 0.2226 0.272
H 0.4425 3.2177 -0.9998 0.502
H -0.0106 1.5028 -0.6711 -0.119
H 1.2486 2.6943 -3.1677 0.336
H 1.7392 1.2580 -2.2402 0.296
H -0.8428 1.4746 -4.0703 0.290
H 0.7439 0.9288 -4.6085 0.374
H -0.7101 -0.9946 -4.1961 0.291
H 0.7486 -1.1050 -3.2075 0.392
H -1.6265 0.1825 -1.7176 0.267
H -1.9521 -1.4191 -2.4016 0.456
H -0.6559 -2.5898 -0.8913 0.364
H 0.7150 -1.3636 -1.0996 0.349
H 0.2153 -0.4974 0.8957 -0.002
H -1.4443 -0.0435 0.3905 0.401
H 2.0260 -0.8244 2.6157 0.328
Ba 1.9091 -2.2594 6.1909 1.801
```

Its HOMO energy is -13.8 eV. The HOMO-LUMO gap comes out at 3.52 eV. The total energy is -28864.1059 eV. Its net charge is +2.



No. 4
Density functional theory data (ωB97M-V with the def2-TZVPD basis set) for C11H18BrNO in the gas phase in a non-equilibrium geometry.

```
32
Properties=species:S:1:pos:R:3:mulliken_charge:R:1
C 0.7770 -3.7261 -1.1907 -0.920
C -0.2338 -2.9031 -1.0452 -0.057
C -0.6161 -2.3198 0.2904 -0.667
N -0.8316 -0.8540 0.1455 0.232
C -1.8311 -0.0205 -0.2154 -0.135
O -2.9986 -0.1801 -0.2347 -0.669
C -0.7959 1.1066 -0.6501 1.865
C -1.1551 1.4151 -2.1642 -1.617
C -1.0699 2.3261 0.2242 -1.984
C 0.2546 0.0222 -0.3026 -1.215
C 1.3445 0.5105 0.9723 0.917
C 0.5618 0.3117 2.2606 -1.318
C 2.1894 1.7908 0.7666 -1.119
Br 2.6090 -0.9754 0.8999 -0.131
H 1.1533 -4.0882 -2.0430 0.364
H 1.2350 -3.9619 -0.2362 0.216
H -0.7552 -2.6846 -1.9091 0.443
H 0.1252 -2.3342 1.0474 0.290
H -1.5593 -2.6619 0.6356 0.351
H -0.2152 1.8202 -2.5824 0.389
H -1.9006 2.1045 -2.2418 0.474
H -1.5065 0.4324 -2.6994 0.275
H -0.2266 2.9831 0.2898 0.397
H -1.4201 2.1300 1.1654 0.441
H -1.8822 3.0353 -0.1463 0.400
H 0.7956 -0.2914 -1.0801 0.880
H 0.9643 0.8192 3.2453 0.316
H 0.3334 -0.6943 2.5365 0.384
H -0.4337 0.7482 2.2926 0.230
H 1.6616 2.6334 1.1089 0.332
H 3.2942 1.6183 1.2359 0.340
H 2.1325 1.8880 -0.3757 0.295
```

Its HOMO energy is -9.3 eV. The HOMO-LUMO gap comes out at 10.00 eV. For the energy relative to the best compared isomer or geometry (same formula, charge and spin), the calculation gives 62.78 kcal/mol. The total energy is -85275.9221 eV. The SMILES is C=CCN1C(=O)C(C)(C)[C@H]1C(C)(C)Br. Its net charge is 0.



No. 5
Density functional theory data (ωB97M-V with the def2-TZVPD basis set) for 2 unconnected molecules or ions with the total composition C11H18Cl2NO2.

```
34
Properties=species:S:1:pos:R:3:mulliken_charge:R:1
C 1.3500 1.3291 3.2764 -0.132
C 0.8109 0.9406 2.2703 -1.017
C 0.1481 0.4738 1.0473 0.333
C 0.4377 -1.0278 0.8622 -0.371
C 0.1717 -1.5331 -0.5728 -0.875
N 0.6690 -0.6832 -1.6135 -0.560
C -0.3835 0.1004 -2.1848 -0.282
C 0.1650 1.0188 -3.3143 -0.823
C 1.6628 1.2304 -3.1992 -0.882
C 2.4833 0.2714 -4.0281 0.707
O 2.0857 -0.4488 -4.8957 -0.557
O 3.8296 0.3030 -3.7580 -0.525
H 1.9776 1.4049 4.1314 0.433
H -0.9132 0.7011 1.1544 0.215
H 0.5088 1.0396 0.1860 0.141
H -0.1769 -1.5825 1.5813 0.027
H 1.4861 -1.1649 1.1319 0.432
H 0.6827 -2.5110 -0.6325 0.316
H -0.9117 -1.7537 -0.6941 0.229
H -1.1968 -0.5267 -2.6148 0.325
H -0.8858 0.7666 -1.4329 -0.012
H -0.0779 0.5909 -4.2864 0.329
H -0.3370 1.9881 -3.2340 0.345
H 1.9901 1.1429 -2.1627 0.383
H 1.9407 2.2381 -3.5498 0.540
H 4.0210 1.1021 -3.2548 0.332
Cl -2.9682 -0.9366 1.6566 -0.115
C -3.3555 -0.5728 3.3539 -0.571
C -2.1268 -0.5912 4.2299 -0.223
Cl -1.4754 -2.2395 4.4291 -0.198
H -4.0965 -1.2921 3.6955 0.365
H -3.7995 0.4220 3.3720 0.279
H -2.3842 -0.2328 5.2260 0.354
H -1.3321 0.0331 3.8243 0.058
```

Its HOMO energy is -1.8 eV. The HOMO-LUMO gap comes out at 4.48 eV. For the energy relative to the best compared isomer or geometry (same formula, charge and spin), the calculation gives 0.00 kcal/mol. The total energy is -42326.8229 eV. Its net charge is -1.



No. 6
Density functional theory data (ωB97M-V with the def2-TZVPD basis set) for a molecular structure, C11H18ClIInN2O2P in a non-equilibrium geometry.

```
37
Properties=species:S:1:pos:R:3:mulliken_charge:R:1
C -0.5865 -1.4989 -4.9028 -1.143
C 0.0826 -1.4194 -3.5689 0.564
H 0.0373 -1.9650 -5.6758 0.376
H -0.8721 -0.4945 -5.2436 0.308
H -1.5054 -2.0876 -4.7923 0.348
O 1.1330 -1.8883 -3.2378 -0.226
I -3.9181 0.0072 -2.3396 -0.023
In -1.2481 -0.2114 -1.8451 0.701
P 0.7386 1.5147 -1.2529 0.910
C 2.3735 0.8394 -0.7978 -1.227
C 1.0724 2.3838 -2.8214 -1.270
H -0.4475 2.9050 0.3331 0.319
H 0.7556 3.8700 -0.5989 0.400
H 1.2870 2.8106 0.7517 0.372
C 0.5703 2.9189 -0.0760 -1.166
H 0.1770 2.3005 -3.4511 0.348
H 1.2695 3.4445 -2.6104 0.415
H 3.1586 1.5407 -1.1106 0.465
H 2.5207 -0.1265 -1.2937 0.359
H 1.9290 1.9210 -3.3272 0.375
H 2.4320 0.6921 0.2884 0.377
C -0.0212 -1.2690 0.2149 -0.152
O 0.7102 -2.0338 -0.3452 -0.300
Cl -2.0279 0.8218 0.4833 -0.400
N -1.2155 -1.0734 5.6296 -0.422
C -0.9111 -1.1069 4.3106 1.202
C 0.1855 -0.3787 3.7924 -0.802
C 0.5155 -0.4662 2.4659 0.021
N -0.2378 -1.2716 1.6418 0.232
C -1.3276 -1.9773 2.0983 -0.183
C -1.6652 -1.9035 3.4195 -0.771
H -0.6782 -0.5526 6.3076 0.224
H -1.9773 -1.6092 6.0178 0.220
H 0.7785 0.2613 4.4392 0.374
H 1.3298 0.0710 1.9809 0.297
H -1.8892 -2.5218 1.3372 0.487
H -2.5278 -2.4469 3.7791 0.391
```

Its HOMO energy (spin up / spin down) is -14.9 / -14.9 eV. The HOMO-LUMO gap (spin up / spin down) comes out at 5.84 / 5.39 eV. For the energy relative to the best compared isomer or geometry (same formula, charge and spin), the calculation gives 48.25 kcal/mol. The total energy is -53842.6704 eV. Its net charge is +2.



- net charge of number 2 (C11H18BBrCl4F3O3S)?
  -1



- Which value of net charge does entry 3 give?
  +2